C36H47NPS4Si2Tb as an isolated structure in a non-equilibrium geometry, computed with wB97M-V/def2-TZVPD.

The calculation puts the frontier orbital gap (alpha / beta) at 5.07 / 3.14 eV. Its HOMO energy (alpha / beta) is -4.95 / -2.94 eV. The total charge is 0. The expectation value of S² is 13.03. The spin multiplicity is 7.

Last column: Löwdin charge in e.
Element x y z (Å)
Tb1 -0.894 -0.449 0.793  0.6411
C1 -0.769 -3.824 2.112  -0.4572
C2 -0.806 -3.003 3.441  -0.4930
S1 -0.060 -1.336 3.505  0.7994
C3 -1.036 -0.515 4.808  -0.5080
C4 -1.612 0.818 4.374  -0.4897
S2 -2.570 0.945 2.767  0.7148
C5 -4.077 -0.183 3.007  -0.4624
C6 -4.815 -0.497 1.721  -0.5422
S3 -3.764 -1.106 0.407  0.7195
C7 -3.931 -2.855 0.762  -0.5215
C8 -2.812 -3.712 0.107  -0.5077
S4 -1.056 -3.222 0.353  0.7480
H1 -1.392 -4.686 2.312  0.0681
H2 0.264 -4.201 2.123  0.0602
H3 -0.195 -3.519 4.155  0.0574
H4 -1.828 -2.910 3.821  0.0643
H5 -0.422 -0.454 5.654  0.0528
H6 -1.837 -1.154 5.122  0.0616
H7 -0.801 1.517 4.297  0.0663
H8 -2.336 1.165 5.074  0.0550
H9 -4.724 0.472 3.553  0.0566
H10 -3.752 -1.083 3.536  0.0696
H11 -5.345 0.390 1.375  0.0704
H12 -5.670 -1.195 1.836  0.0927
H13 -4.902 -3.187 0.337  0.0839
H14 -4.045 -3.088 1.824  0.0754
H15 -2.933 -3.841 -0.951  0.0578
H16 -2.939 -4.707 0.540  0.0680
C9 -0.642 3.010 0.244  -0.2137
Si1 -2.103 2.536 -0.939  0.5464
C10 -3.692 3.275 -0.279  -0.2118
C11 -1.919 3.062 -2.738  -0.2830
C12 -1.675 4.249 -3.432  -0.0864
C13 -1.537 4.221 -4.826  -0.0850
C14 -1.549 3.006 -5.535  -0.0911
C15 -1.766 1.823 -4.849  -0.1245
C16 -1.961 1.817 -3.495  -0.3277
Si2 -2.518 0.574 -2.213  0.5563
C17 -1.129 -0.826 -2.255  -0.2382
C18 -4.307 0.028 -2.698  -0.2101
H17 0.200 2.370 0.102  -0.0513
H18 -0.979 3.078 1.284  0.0042
H19 -0.268 4.043 -0.021  0.0530
H20 -4.482 2.580 -0.021  0.0062
H21 -4.139 4.077 -0.888  0.0372
H22 -3.374 3.694 0.680  0.0134
H23 -1.647 5.164 -2.922  0.0806
H24 -1.277 5.127 -5.381  0.0994
H25 -1.447 3.021 -6.621  0.0997
H26 -1.760 0.826 -5.329  0.1145
H27 -1.589 -1.844 -2.308  0.0204
H28 -0.330 -0.875 -1.461  -0.0531
H29 -0.514 -0.626 -3.133  0.0120
H30 -4.588 -0.793 -2.040  -0.0451
H31 -4.454 -0.283 -3.750  0.0313
H32 -5.081 0.814 -2.554  0.0383
N1 1.178 0.022 0.469  -0.4681
P1 2.685 -0.131 0.207  0.6908
C19 2.960 -0.047 -1.583  -0.2413
C20 2.026 0.770 -2.273  -0.0742
C21 1.969 0.714 -3.656  -0.0920
C22 2.998 0.148 -4.394  -0.0781
C23 3.996 -0.556 -3.705  -0.0971
C24 3.990 -0.677 -2.326  -0.0778
C25 3.730 1.157 0.908  -0.3107
C26 5.080 1.204 0.650  -0.1061
C27 5.825 2.263 1.197  -0.0706
C28 5.212 3.183 2.063  -0.0937
C29 3.844 3.154 2.265  -0.0747
C30 3.100 2.093 1.728  -0.0592
C31 3.359 -1.681 0.754  -0.2907
C32 2.723 -2.887 0.361  -0.0623
C33 3.327 -4.135 0.641  -0.0726
C34 4.548 -4.145 1.320  -0.0790
C35 5.073 -2.936 1.811  -0.0777
C36 4.426 -1.745 1.605  -0.0991
H33 1.324 1.375 -1.705  0.0896
H34 1.229 1.251 -4.210  0.0901
H35 3.019 0.240 -5.473  0.1002
H36 4.842 -1.004 -4.242  0.1038
H37 4.811 -1.169 -1.874  0.0897
H38 5.541 0.418 0.079  0.1007
H39 6.917 2.331 0.911  0.1190
H40 5.871 3.834 2.605  0.0945
H41 3.419 3.910 2.858  0.0843
H42 1.980 2.029 1.766  0.0964
H43 1.872 -2.859 -0.299  0.0790
H44 2.852 -5.049 0.356  0.0936
H45 5.070 -5.078 1.442  0.0948
H46 6.000 -2.942 2.353  0.0974
H47 4.791 -0.782 2.002  0.1079

Cartesian forces, eV/Å:
-0.8152 1.1127 0.1697
1.1853 0.1102 0.5314
-0.8833 0.5821 -0.5018
0.2125 0.1960 -0.7039
-1.1177 -0.4459 -1.3119
-0.6071 -0.6537 -0.3050
0.3987 -0.5322 -0.5673
0.6633 0.3808 0.1110
-0.7853 0.1152 0.1758
1.0732 0.7097 -0.5002
-0.5027 -1.5370 -0.6062
-0.6572 -0.1745 1.4558
-0.3902 -0.5083 1.2657
-0.3058 -0.2866 -0.1957
-0.2519 0.0142 -0.6157
-0.0957 -0.8405 0.3076
0.0908 -0.0628 -0.0491
1.0263 0.5787 1.1972
-0.5757 -0.6420 -0.0334
0.1190 0.6876 -0.3709
-0.2299 0.3391 1.0578
-0.4331 -0.1688 0.9957
-0.2203 0.1593 0.1054
0.4307 0.2714 -0.2595
0.6067 -0.0187 0.4989
0.5061 0.0361 0.0069
0.5027 0.2007 0.1178
-0.0736 0.3108 -0.5837
0.1591 -0.1788 -0.0703
-0.8301 1.4512 -0.9780
-0.3806 0.0491 0.0554
-0.0251 0.5976 0.6675
0.7506 -0.9334 -1.3107
-0.3519 -1.4129 -0.9319
0.6101 -0.2981 -0.2059
-0.2169 0.6919 0.1342
0.0840 -1.1701 -0.7952
-0.3188 1.8786 1.8111
0.9301 -0.7097 -0.4598
-0.5172 -0.5371 0.5772
-0.1788 0.1162 0.1009
0.5701 -0.6822 0.2513
0.1208 -0.3467 -0.1013
-0.5443 -0.8228 0.0797
-0.0656 -0.3667 -0.1560
0.3409 -0.2436 0.1008
-0.2955 0.3248 0.0972
0.1858 1.2669 0.6299
-0.3571 -0.1645 0.2563
0.1362 -0.0516 0.2762
-0.0591 0.7887 -0.2048
0.4306 0.6642 -0.1491
-0.7632 0.2418 -0.7342
-0.2264 -0.1383 -0.2996
-0.1246 -0.0642 -0.2080
0.5477 0.0591 0.3816
0.7147 -0.1604 0.1554
0.4961 0.3553 0.1641
-1.4814 0.4106 -0.4078
0.6478 0.5356 -1.0261
0.3833 -1.2589 0.3210
0.7933 0.8320 -0.3039
0.3258 -0.9192 0.7918
0.5047 0.0860 -0.8288
-1.6250 1.1312 -0.0532
-0.6245 -0.2099 0.5840
0.6948 1.4147 0.5428
0.8209 -0.6592 -0.4741
0.7532 -0.8979 -0.7979
0.2781 -1.4892 -0.4319
-0.7327 0.8095 -0.7230
-1.0726 -1.5289 -0.3378
1.3444 -0.2908 -0.2677
0.0391 1.6793 0.4489
-0.2900 0.8211 -0.0369
0.0373 -1.3585 0.1641
0.8613 1.1264 0.1015
-0.0956 -0.3452 -0.0755
-0.5617 0.3952 -0.0099
-0.0283 -0.1196 0.0297
-0.4477 0.2180 0.0654
0.4319 -0.6637 0.6531
0.2515 0.0372 -0.3662
-1.3230 0.0059 0.7247
-0.0773 0.6891 -0.0185
-0.7378 0.7059 0.7431
1.1810 0.0608 0.3119
-0.3276 0.1085 0.0548
-0.1573 -0.3597 -0.3115
0.1680 -0.1119 0.2098
0.2398 -0.0936 0.2608
0.1342 -0.8987 -0.0628